# 1
A single C4H4N4 molecule in a non-equilibrium geometry, computed with ωB97M-V with the def2-TZVPD basis set.

Last column: natural (NBO) charge in e.
Positions of all 12 atoms, in Å:
H (-2.26, 0.49, 1.03)  0.34
N (-2.06, -0.52, 0.68)  -0.57
C (-1.14, -0.50, -0.15)  0.33
C (-0.46, 0.81, -0.69)  -0.23
C (0.81, 0.92, -0.37)  -0.25
C (1.51, -0.15, 0.41)  0.06
N (1.32, -1.46, 0.36)  -0.25
N (0.46, -1.99, -0.56)  0.04
N (-0.73, -1.70, -0.67)  -0.16
H (-1.02, 1.86, -0.87)  0.25
H (1.56, 1.89, -0.54)  0.24
H (2.01, 0.34, 1.37)  0.22

Summary:
Spin multiplicity = 1
Structure (SMILES) = [H]/N=c1\cccnnn1
Frontier orbital gap = 0.3325 Ha
Total energy = -10167.966 eV
ΔE to the lowest compared entry with this formula, charge and spin = 470.07 kJ/mol



# 2
A molecular structure, C18H21LuP2 in a non-equilibrium geometry, computed with ωB97M-V with the def2-TZVPD basis set.

Last column: natural (NBO) charge in e.
Positions of all 42 atoms, in Å:
C (1.11, -0.46, -0.34)  -0.41
C (1.83, -1.63, -0.62)  -0.32
C (1.49, -2.11, -1.92)  -0.34
C (0.54, -1.25, -2.52)  -0.31
C (0.21, -0.20, -1.66)  -0.38
Lu (-1.76, 1.47, 0.99)  1.47
P (0.60, 2.62, 2.00)  -0.02
H (1.17, 0.20, 0.52)  0.16
H (2.54, -2.09, 0.07)  0.20
H (1.91, -3.01, -2.38)  0.20
H (-0.46, 0.64, -1.80)  0.16
H (0.12, -1.37, -3.52)  0.20
H (1.37, 3.49, 1.16)  0.05
H (1.67, 1.80, 2.49)  0.06
H (0.48, 3.48, 3.14)  0.05
C (-1.65, -2.44, 0.80)  -0.95
P (-2.92, -1.33, 0.08)  0.87
C (-4.42, -2.39, 0.18)  -0.35
C (-5.13, -2.67, -1.00)  -0.20
C (-6.27, -3.48, -0.95)  -0.21
C (-6.70, -4.01, 0.28)  -0.20
C (-5.98, -3.73, 1.45)  -0.23
C (-4.84, -2.92, 1.41)  -0.14
C (-3.30, -0.15, 1.46)  -0.53
C (-2.49, -0.05, 2.61)  -0.31
C (-2.36, 1.18, 3.27)  -0.37
C (-3.04, 2.31, 2.80)  -0.51
C (-3.90, 2.21, 1.70)  -0.27
C (-4.06, 0.98, 1.05)  -0.42
H (-1.39, -3.16, 0.01)  0.27
H (-2.04, -2.97, 1.68)  0.21
H (-0.73, -1.89, 1.05)  0.27
H (-4.78, -2.26, -1.95)  0.22
H (-6.82, -3.69, -1.86)  0.22
H (-7.58, -4.64, 0.32)  0.22
H (-6.32, -4.14, 2.40)  0.21
H (-4.29, -2.72, 2.32)  0.20
H (-1.93, -0.92, 2.97)  0.26
H (-1.72, 1.24, 4.15)  0.24
H (-2.90, 3.28, 3.29)  0.25
H (-4.44, 3.08, 1.33)  0.25
H (-4.71, 0.90, 0.18)  0.25

Summary:
Spin multiplicity = 1
Frontier orbital gap (alpha / beta) = 0.1674 / 0.1704 Ha
Total energy = -71198.430 eV



# 3
A molecular structure, C33H33N6OPS5SbTi, computed with ωB97M-V with the def2-TZVPD basis set.

Last column: Löwdin spin population.
Positions of all 81 atoms, in Å:
Ti (0.76, 0.56, 0.55)  0.96
C (-3.36, 0.61, -1.30)  0.00
C (-1.91, 0.76, -0.95)  0.00
N (-1.47, 0.69, 0.25)  0.00
N (-2.33, 0.46, 1.27)  0.00
C (-1.89, 0.31, 2.53)  0.00
N (-2.81, 0.08, 3.46)  0.00
S (-0.25, 0.40, 2.96)  0.00
C (-0.90, 1.07, -1.97)  0.00
C (-1.25, 1.38, -3.28)  0.00
C (-0.27, 1.75, -4.18)  0.00
C (1.05, 1.80, -3.76)  0.00
C (1.33, 1.45, -2.45)  0.00
N (0.39, 1.09, -1.58)  0.01
H (-3.83, -0.18, -0.71)  0.00
H (-3.49, 0.33, -2.34)  0.00
H (-3.90, 1.54, -1.13)  0.00
H (-3.33, 0.45, 1.08)  0.00
H (-3.79, -0.01, 3.26)  0.00
H (-2.51, -0.06, 4.41)  0.00
H (-2.28, 1.36, -3.60)  0.00
H (-0.53, 2.01, -5.20)  0.00
H (1.85, 2.09, -4.42)  0.00
H (2.35, 1.44, -2.08)  0.00
S (3.23, 0.50, 3.26)  0.01
Sb (4.38, 0.77, 1.13)  0.01
S (3.01, -0.48, -0.26)  0.00
S (2.45, 2.01, 2.02)  -0.01
N (-0.21, 3.84, 2.83)  0.00
C (0.00, 4.33, 1.60)  0.00
S (0.17, 3.30, 0.25)  0.00
N (0.03, 5.66, 1.49)  0.00
C (0.32, 6.44, 0.32)  0.00
C (-0.56, 7.46, -0.02)  0.00
C (-0.28, 8.27, -1.10)  0.00
C (0.88, 8.06, -1.85)  0.00
C (1.75, 7.05, -1.49)  0.00
C (1.49, 6.24, -0.40)  0.00
H (-0.18, 2.84, 2.97)  0.00
H (-0.09, 4.42, 3.65)  0.00
H (-0.29, 6.19, 2.28)  0.00
H (-1.46, 7.61, 0.57)  0.00
H (-0.96, 9.07, -1.36)  0.00
H (1.10, 8.70, -2.69)  0.00
H (2.67, 6.90, -2.06)  0.00
H (2.18, 5.47, -0.11)  0.00
O (0.23, -1.34, 0.33)  0.01
P (0.38, -2.86, 0.28)  0.00
C (-1.16, -3.55, 0.88)  0.00
C (-1.21, -4.57, 1.83)  0.00
C (-2.43, -5.08, 2.24)  0.00
C (-3.61, -4.58, 1.70)  0.00
C (-3.57, -3.57, 0.75)  0.00
C (-2.35, -3.06, 0.34)  0.00
C (1.72, -3.43, 1.30)  0.00
C (1.77, -2.99, 2.62)  0.00
C (2.81, -3.39, 3.44)  0.00
C (3.79, -4.23, 2.95)  0.00
C (3.74, -4.67, 1.63)  0.00
C (2.71, -4.27, 0.81)  0.00
C (0.58, -3.42, -1.41)  0.00
C (0.28, -4.74, -1.74)  0.00
C (0.45, -5.18, -3.04)  0.00
C (0.90, -4.30, -4.01)  0.00
C (1.19, -2.98, -3.69)  0.00
C (1.03, -2.54, -2.39)  0.00
H (-0.29, -4.96, 2.25)  0.00
H (-2.47, -5.88, 2.97)  0.00
H (-4.56, -4.99, 2.01)  0.00
H (-4.49, -3.20, 0.31)  0.00
H (-2.31, -2.28, -0.42)  0.00
H (1.00, -2.32, 3.01)  0.00
H (2.85, -3.04, 4.47)  0.00
H (4.60, -4.55, 3.59)  0.00
H (4.52, -5.33, 1.25)  0.00
H (2.68, -4.61, -0.23)  0.00
H (-0.09, -5.42, -0.98)  0.00
H (0.22, -6.21, -3.29)  0.00
H (1.03, -4.65, -5.03)  0.00
H (1.55, -2.30, -4.45)  0.00
H (1.26, -1.51, -2.13)  0.00

Summary:
Spin multiplicity = 2
Expectation value of S² = 0.755
Frontier orbital gap (alpha / beta) = 0.2512 / 0.2576 Ha
Charge = +2
Total energy = -138857.251 eV
ΔE to the lowest compared entry with this formula, charge and spin = 0.00 kJ/mol



# 4
2 unconnected molecules or ions with the total composition C3H12N2O in a non-equilibrium geometry, computed with ωB97M-V with the def2-TZVPD basis set.

Last column: natural (NBO) charge in e.
Positions of all 18 atoms, in Å:
N (-2.61, 0.10, 0.21)  -0.84
C (-1.41, 0.64, 0.90)  -0.21
C (-0.46, 1.32, -0.15)  -0.44
C (0.81, 1.78, 0.58)  -0.22
N (1.70, 2.67, -0.16)  -0.80
H (-2.92, -0.66, 0.80)  0.37
H (-3.20, 0.89, 0.03)  0.36
H (-1.56, 1.36, 1.75)  0.16
H (-0.90, -0.22, 1.40)  0.19
H (-0.74, 2.08, -0.87)  0.20
H (-0.10, 0.50, -0.83)  0.20
H (0.64, 2.08, 1.61)  0.18
H (1.37, 0.80, 0.74)  0.17
H (1.96, 2.16, -1.00)  0.35
H (1.02, 3.37, -0.48)  0.34
O (2.35, -6.61, -1.44)  -0.94
H (1.44, -6.44, -1.14)  0.47
H (2.60, -5.85, -1.97)  0.47

Summary:
Spin multiplicity = 1
Structure (SMILES) = NCCCN.O
Frontier orbital gap = 0.3730 Ha
Total energy = -8332.333 eV
ΔE to the lowest compared entry with this formula, charge and spin = 95.40 kJ/mol



# 5
A molecular structure, C57H75O5P4SiTi in a non-equilibrium geometry, computed with ωB97M-V with the def2-TZVPD basis set.

Last column: Löwdin spin population.
Positions of all 143 atoms, in Å:
Ti (0.15, -0.81, -0.13)  1.75
C (-5.93, 1.71, -4.74)  0.00
C (-4.46, 1.96, -4.38)  0.00
C (-3.91, 3.19, -5.12)  0.00
C (-3.61, 0.76, -4.79)  0.00
C (-3.75, 0.17, -6.04)  0.00
C (-2.95, -0.90, -6.42)  0.00
C (-1.98, -1.39, -5.56)  0.00
C (-1.81, -0.82, -4.30)  0.00
P (-0.59, -1.37, -2.99)  0.01
C (-1.65, -2.54, -2.05)  0.01
C (-1.28, -2.86, -0.73)  0.02
C (-2.07, -3.70, 0.05)  0.01
C (-3.22, -4.25, -0.49)  0.00
C (-3.58, -3.96, -1.80)  0.01
C (-2.82, -3.10, -2.56)  0.00
C (0.23, -2.44, -4.25)  0.00
C (-0.18, -3.73, -4.55)  0.00
C (0.25, -4.34, -5.72)  0.00
C (1.10, -3.67, -6.59)  0.00
C (1.52, -2.38, -6.28)  0.00
C (1.08, -1.77, -5.12)  0.00
C (-2.63, 0.25, -3.95)  0.00
O (-2.39, 0.73, -2.71)  0.00
C (-3.30, 1.59, -2.17)  0.00
C (-3.11, 1.79, -0.80)  0.00
C (-3.99, 2.63, -0.13)  0.00
C (-5.00, 3.27, -0.84)  0.00
C (-5.15, 3.06, -2.20)  0.00
C (-4.32, 2.19, -2.89)  0.00
P (-1.60, 0.97, -0.12)  0.02
C (-0.43, 2.33, -0.47)  0.01
C (-0.75, 3.68, -0.38)  0.00
C (0.18, 4.64, -0.77)  0.00
C (1.41, 4.27, -1.28)  0.00
C (1.72, 2.92, -1.42)  0.00
C (0.80, 1.97, -1.02)  0.02
C (-2.20, 0.86, 1.60)  0.00
C (-2.47, 1.92, 2.45)  0.00
C (-3.24, 1.73, 3.58)  0.00
C (-3.77, 0.48, 3.86)  0.00
C (-3.46, -0.61, 3.05)  0.00
C (-2.67, -0.42, 1.93)  0.01
H (-6.05, 1.57, -5.82)  0.00
H (-6.55, 2.57, -4.47)  0.00
H (-6.31, 0.83, -4.23)  0.00
H (-3.98, 3.04, -6.20)  0.00
H (-2.87, 3.36, -4.86)  0.00
H (-4.48, 4.08, -4.86)  0.00
H (-4.49, 0.54, -6.73)  0.00
H (-3.08, -1.35, -7.39)  0.00
H (-1.37, -2.21, -5.89)  0.00
H (-0.29, -2.56, -0.33)  0.02
H (-1.77, -3.93, 1.06)  0.00
H (-3.82, -4.92, 0.11)  0.00
H (-4.47, -4.42, -2.22)  0.00
H (-3.11, -2.88, -3.58)  0.00
H (-0.85, -4.26, -3.88)  0.00
H (-0.08, -5.35, -5.95)  0.00
H (1.43, -4.14, -7.50)  0.00
H (2.19, -1.85, -6.96)  0.00
H (1.38, -0.75, -4.89)  0.00
H (-3.90, 2.78, 0.93)  0.00
H (-5.67, 3.95, -0.32)  0.00
H (-5.93, 3.59, -2.72)  0.00
H (-1.72, 3.99, -0.02)  0.00
H (-0.07, 5.69, -0.68)  0.00
H (2.12, 5.02, -1.59)  0.00
H (2.67, 2.63, -1.86)  0.00
H (1.02, 0.90, -1.13)  0.01
H (-2.06, 2.89, 2.22)  0.00
H (-3.46, 2.56, 4.24)  0.00
H (-4.42, 0.34, 4.72)  0.00
H (-3.84, -1.59, 3.29)  0.00
H (-2.43, -1.25, 1.28)  0.01
C (3.36, -5.78, -2.96)  0.00
P (2.48, -4.40, -2.11)  0.00
C (3.60, -3.05, -2.69)  0.00
C (3.19, -4.75, -0.44)  0.00
C (3.56, -3.48, 0.31)  0.00
P (2.28, -2.11, 0.44)  0.02
C (1.83, -2.42, 2.20)  0.02
C (3.47, -0.72, 0.44)  0.01
H (4.43, -5.68, -2.77)  0.00
H (3.19, -5.75, -4.03)  0.00
H (3.01, -6.73, -2.57)  0.00
H (3.70, -3.11, -3.77)  0.00
H (4.60, -3.15, -2.25)  0.00
H (3.18, -2.07, -2.45)  0.00
H (4.07, -5.39, -0.56)  0.00
H (2.44, -5.31, 0.11)  0.00
H (4.45, -3.04, -0.14)  0.00
H (3.81, -3.74, 1.35)  0.00
H (2.63, -2.10, 2.86)  0.00
H (1.65, -3.48, 2.34)  0.00
H (0.93, -1.86, 2.46)  0.00
H (4.45, -1.05, 0.81)  0.00
H (3.07, 0.07, 1.06)  0.00
H (3.59, -0.34, -0.57)  0.00
C (-0.64, 0.17, 5.99)  0.00
C (0.47, -0.48, 5.18)  0.00
C (1.82, -0.13, 5.81)  0.00
C (0.27, -1.99, 5.19)  0.00
O (0.40, -0.05, 3.82)  0.00
Si (1.15, 0.92, 2.73)  0.01
O (0.76, 0.22, 1.31)  0.03
O (0.53, 2.43, 2.70)  0.00
C (0.84, 3.67, 3.36)  0.00
C (-0.37, 4.60, 3.24)  0.00
C (1.14, 3.45, 4.83)  0.00
C (2.03, 4.32, 2.65)  0.00
O (2.76, 0.85, 2.96)  0.00
C (4.12, 1.18, 3.26)  0.00
C (4.27, 2.07, 4.50)  0.00
C (4.87, -0.13, 3.54)  0.00
C (4.78, 1.89, 2.06)  0.00
H (-0.47, 0.00, 7.06)  0.00
H (-1.60, -0.24, 5.72)  0.00
H (-0.66, 1.25, 5.81)  0.00
H (1.92, -0.65, 6.77)  0.00
H (1.88, 0.94, 5.98)  0.00
H (2.62, -0.43, 5.15)  0.00
H (0.11, -2.34, 6.21)  0.00
H (1.15, -2.50, 4.79)  0.00
H (-0.60, -2.25, 4.59)  0.00
H (-1.21, 4.20, 3.81)  0.00
H (-0.66, 4.72, 2.20)  0.00
H (-0.12, 5.57, 3.65)  0.00
H (0.25, 3.06, 5.34)  0.00
H (1.43, 4.38, 5.31)  0.00
H (1.94, 2.72, 4.95)  0.00
H (1.79, 4.45, 1.59)  0.00
H (2.90, 3.69, 2.72)  0.00
H (2.25, 5.29, 3.08)  0.00
H (3.72, 1.65, 5.34)  0.00
H (3.94, 3.09, 4.32)  0.00
H (5.32, 2.09, 4.77)  0.00
H (4.61, -0.52, 4.53)  0.00
H (5.94, 0.05, 3.51)  0.00
H (4.61, -0.88, 2.80)  0.00
H (4.06, 2.51, 1.53)  0.00
H (5.20, 1.17, 1.36)  0.00
H (5.59, 2.52, 2.42)  0.00

Summary:
Spin multiplicity = 3
Expectation value of S² = 2.005
Frontier orbital gap (alpha / beta) = 0.2749 / 0.3123 Ha
Charge = +1
Total energy = -138713.042 eV
ΔE to the lowest compared entry with this formula, charge and spin = 246.16 kJ/mol



# 6
2 unconnected molecules or ions with the total composition C4H12N2O2 in a non-equilibrium geometry, computed with ωB97M-V with the def2-TZVPD basis set.

Last column: natural (NBO) charge in e.
Positions of all 20 atoms, in Å:
C (-0.32, 0.22, -0.36)  -0.22
C (-1.40, 0.01, -1.40)  -0.42
C (-1.82, 1.33, -2.02)  -0.60
N (0.23, -1.07, 0.18)  -0.73
H (0.52, 0.79, -0.76)  0.24
H (-0.70, 0.78, 0.49)  0.22
H (-2.28, -0.47, -0.94)  0.20
H (-1.04, -0.68, -2.17)  0.20
H (-2.27, 1.99, -1.28)  0.21
H (-0.97, 1.85, -2.45)  0.21
H (-2.54, 1.18, -2.82)  0.22
H (-0.48, -1.79, 0.18)  0.41
H (1.05, -1.35, -0.35)  0.44
H (0.66, -0.88, 1.20)  0.46
N (1.40, -0.79, 2.53)  -0.94
C (2.15, 0.03, 1.53)  0.82
O (2.95, -0.62, 0.84)  -0.77
O (1.79, 1.21, 1.49)  -0.74
H (1.98, -1.55, 2.86)  0.39
H (1.08, -0.18, 3.27)  0.39

Summary:
Spin multiplicity = 1
Frontier orbital gap = 0.3416 Ha
Total energy = -11417.790 eV
ΔE to the lowest compared entry with this formula, charge and spin = 137.69 kJ/mol



# 7
A molecular structure, C2H3BrFNO2 in a non-equilibrium geometry, computed with ωB97M-V with the def2-TZVPD basis set.

Last column: natural (NBO) charge in e.
Positions of all 10 atoms, in Å:
C (0.89, 0.05, 0.11)  -0.30
C (-0.82, 0.46, -0.81)  0.14
N (0.43, -0.82, 1.09)  0.49
O (0.48, -1.98, 0.90)  -0.37
O (0.02, -0.40, 2.16)  -0.40
F (-1.75, 0.51, 0.11)  -0.31
Br (-0.68, 1.93, -1.95)  0.09
H (1.31, -0.23, -0.78)  0.23
H (0.99, 1.01, 0.53)  0.24
H (-0.86, -0.54, -1.35)  0.19

Summary:
Spin multiplicity = 1
Frontier orbital gap = 0.3703 Ha
Total energy = -80462.516 eV
ΔE to the lowest compared entry with this formula, charge and spin = 177.64 kJ/mol